(1)
Formula: C5H7N
Source: OMol25
Level of theory: ωB97M-V with the def2-TZVPD basis set

Last column: Mulliken charge in e.
Element x y z (Å)
C1 -0.4090 -1.1451 1.1899  -0.84
N1 0.4010 -0.3129 0.3346  0.10
C2 1.7325 -0.2731 0.1377  -0.57
C3 0.1344 0.9183 -0.2062  -0.87
C4 -0.8653 1.0983 -1.2108  -0.49
C5 -1.7138 1.2805 -2.0542  0.42
H1 -1.4533 -1.0042 0.9032  0.28
H2 -0.2961 -0.8779 2.2477  0.28
H3 -0.1364 -2.1940 1.0567  0.35
H4 2.4313 -0.4073 0.9690  0.31
H5 2.1265 -0.3126 -0.8697  0.28
H6 0.5355 1.8000 0.2774  0.36
H7 -2.4874 1.4298 -2.7753  0.40

---

(2)
Formula: C5H7N
Source: OMol25
Level of theory: ωB97M-V with the def2-TZVPD basis set

Last column: Mulliken charge in e.
Element x y z (Å)
C1 -1.9272 0.3777 -0.2286  -0.75
C2 0.1979 -0.9504 0.7115  -0.08
C3 0.3985 -0.2786 -0.6225  -0.09
C4 1.7122 0.1196 0.0894  -0.53
N1 1.1146 -0.3496 1.3763  -0.56
C5 -0.6690 0.7752 -0.3926  -0.19
H1 -2.2126 -0.6272 -0.5376  0.30
H2 -2.6745 0.9646 0.2881  0.25
H3 -0.5957 -1.6046 1.0724  0.42
H4 0.3786 -0.7866 -1.5937  0.38
H5 2.0505 1.1577 0.0159  0.29
H6 2.5466 -0.5529 -0.1169  0.27
H7 -0.3200 1.7552 -0.0618  0.28

---

(3)
Formula: C5H7N
Source: OMol25
Level of theory: ωB97M-V with the def2-TZVPD basis set

Last column: Mulliken charge in e.
Element x y z (Å)
C1 2.0373 0.0960 -0.1629  -0.99
C2 0.4704 -0.4661 -0.0585  0.82
C3 0.2537 0.8597 -0.0847  -0.58
C4 -2.9667 0.9940 0.1376  -0.45
C5 -2.6180 -0.1566 0.0740  -0.36
N1 0.1140 -1.6739 -0.1425  -0.68
H1 2.5249 -0.5149 0.6027  0.37
H2 2.3560 -0.1663 -1.1710  0.29
H3 2.3092 1.1399 0.0113  0.31
H4 0.2382 1.3733 0.8792  0.26
H5 -3.2886 2.0113 0.1814  0.37
H6 -2.2361 -1.1576 0.0054  0.43
H7 0.8950 -2.3210 -0.2114  0.22

---

(4)
Formula: C5H7N
Source: OMol25
Level of theory: ωB97M-V with the def2-TZVPD basis set

Output
* structure (SMILES): C#CCN1CC1

Last column: Mulliken charge in e.
Element x y z (Å)
C1 -1.6251 -2.0177 -1.0402  -0.09
C2 -0.7001 -1.6779 -0.3390  -0.40
C3 0.4494 -1.0148 0.2005  -0.28
N1 0.1868 0.2225 0.9168  -0.28
C4 -0.4834 1.3271 0.2682  -0.30
C5 0.9612 1.4107 0.6107  -0.46
H1 -1.9054 -2.1603 -2.0568  0.29
H2 1.2114 -1.5639 0.7527  0.41
H3 0.7533 -1.1384 -0.9172  0.14
H4 -1.2106 1.8598 0.8814  0.23
H5 -0.7682 1.1956 -0.7732  0.25
H6 1.2871 2.0017 1.4668  0.24
H7 1.6801 1.3377 -0.2022  0.25

---

Summary of energy relative to the best compared isomer or geometry (same formula, charge and spin) in kcal per mole
116.5; 68.9; 145.8; 106.0
(order as listed above)